[1]
The following is a quantum chemistry calculation of a cluster of 9 separate species, C44H65F4N2O28S in total, from the OMol25 dataset.

Computed properties:
Orbital gap (eV): 5.898
Net charge: +1

```
144
C44H65F4N2O28S ωB97M-V/def2-TZVPD
C 4.13 0.08 1.60
C 5.01 0.15 0.30
C 6.11 -0.82 0.14
C 7.01 -0.84 -1.04
C 6.74 0.17 -2.09
C 5.64 1.13 -1.93
C 4.75 1.16 -0.74
C 3.65 2.27 -0.70
C 2.24 1.78 -0.27
C 1.74 0.41 -0.43
N 0.47 0.01 -0.04
C 0.11 -1.42 -0.26
C 0.55 -1.96 -1.70
C 1.72 -3.01 -1.62
F 2.81 -2.83 -2.47
C 1.71 -4.13 -0.78
F 1.45 -5.40 -1.23
F 1.93 -4.06 0.57
C -0.43 0.89 0.55
C -1.86 0.49 1.05
O -2.06 -0.44 1.76
N -2.99 1.35 0.66
C -3.24 2.35 1.67
O -3.47 2.10 2.81
F -3.24 3.71 1.34
C -0.04 2.31 0.73
C 1.30 2.77 0.32
C 1.62 4.28 0.54
O 2.45 4.91 -0.04
O 0.79 4.94 1.48
S -0.23 5.99 0.57
H 4.81 -0.07 2.50
H 3.51 -0.86 1.53
H 3.53 1.00 1.81
H 6.31 -1.56 0.94
H 7.86 -1.55 -1.14
H 7.42 0.16 -2.98
H 5.51 1.88 -2.76
H 3.99 3.04 0.06
H 3.60 2.79 -1.69
H 2.45 -0.33 -0.90
H -0.99 -1.62 -0.18
H 0.59 -2.04 0.56
H -0.33 -2.52 -2.14
H 0.81 -1.14 -2.42
H -2.76 1.88 -0.20
H -0.75 3.04 1.18
H -0.36 5.35 -0.66
C -4.79 5.24 2.78
O -5.26 5.94 3.93
C -6.12 6.93 3.65
O -6.50 7.25 2.55
O -6.48 7.50 4.80
C -7.41 8.58 4.66
H -4.11 4.47 3.13
H -5.61 4.76 2.25
H -4.24 5.91 2.11
H -8.34 8.24 4.21
H -6.97 9.39 4.07
H -7.63 8.97 5.65
C -8.10 10.23 1.14
O -8.58 10.94 2.29
C -9.44 11.92 2.01
O -9.82 12.24 0.91
O -9.80 12.49 3.17
C -10.73 13.57 3.02
H -7.42 9.46 1.49
H -8.93 9.75 0.62
H -7.56 10.90 0.48
H -11.66 13.23 2.57
H -10.29 14.38 2.43
H -10.94 13.95 4.02
C -3.42 12.32 7.69
O -4.64 11.80 7.18
C -5.55 12.73 6.87
O -5.41 13.92 6.99
O -6.64 12.11 6.41
C -7.71 12.99 6.04
H -2.76 11.48 7.90
H -2.93 12.96 6.95
H -3.59 12.86 8.62
H -7.39 13.66 5.23
H -8.05 13.56 6.90
H -8.53 12.38 5.68
C 1.51 -6.10 -4.08
O 0.16 -6.49 -4.29
C 0.00 -7.58 -5.05
O 0.89 -8.24 -5.54
O -1.31 -7.83 -5.16
C -1.62 -8.98 -5.95
H 1.51 -5.21 -3.46
H 2.06 -6.89 -3.56
H 2.00 -5.86 -5.03
H -1.20 -9.88 -5.50
H -1.27 -8.86 -6.97
H -2.71 -9.08 -5.96
C -0.09 -7.51 -0.78
O -0.58 -8.54 0.08
C 0.35 -9.44 0.44
O 1.50 -9.44 0.09
O -0.23 -10.34 1.24
C 0.65 -11.37 1.70
H -0.92 -6.84 -1.01
H 0.69 -6.94 -0.29
H 0.28 -7.94 -1.72
H 1.46 -10.94 2.29
H 1.04 -11.94 0.86
H 0.07 -12.04 2.33
C 12.48 -3.93 -2.92
O 13.14 -2.93 -2.14
C 12.32 -2.18 -1.40
O 11.12 -2.28 -1.35
O 13.06 -1.30 -0.73
C 12.32 -0.42 0.11
H 13.24 -4.48 -3.48
H 11.95 -4.64 -2.28
H 11.79 -3.47 -3.63
H 11.78 -0.98 0.88
H 11.62 0.18 -0.48
H 13.02 0.25 0.60
C 2.86 -7.39 -7.49
O 2.92 -7.12 -8.89
C 3.57 -8.05 -9.60
O 4.08 -9.05 -9.16
O 3.55 -7.68 -10.89
C 4.21 -8.58 -11.77
H 2.32 -6.57 -7.02
H 2.33 -8.31 -7.29
H 3.87 -7.42 -7.06
H 3.73 -9.56 -11.74
H 5.27 -8.67 -11.51
H 4.13 -8.18 -12.77
C -1.37 -8.11 2.65
O -1.88 -7.45 3.81
C -2.76 -6.48 3.56
O -3.14 -6.14 2.47
O -3.15 -5.96 4.73
C -4.10 -4.90 4.61
H -0.67 -8.87 2.98
H -2.18 -8.60 2.10
H -0.85 -7.40 2.01
H -5.02 -5.26 4.14
H -3.69 -4.07 4.04
H -4.34 -4.56 5.61
```

---

[2]
The following is a quantum chemistry calculation of a cluster of 3 separate species, C44H66F3O9P in total, from the OMol25 dataset.

Computed properties:
Orbital gap (eV): 8.554
SMILES string: C#CCc1cc2c(c(P(=O)(O)O)c1O)C(=O)c1c(O)c(CCCCCCCCCCCCOC)cc(COC(F)(F)F)c1C2=O.CCCCCC.CCCCCC
Net charge: 0

```
123
C44H66F3O9P ωB97M-V/def2-TZVPD
C 9.66 -5.47 0.59
C 9.92 -4.31 0.77
C 10.31 -2.86 0.88
C 9.50 -1.93 -0.03
C 8.48 -1.15 0.56
C 7.76 -0.27 -0.25
C 7.98 -0.11 -1.63
C 8.97 -0.92 -2.24
P 9.37 -0.86 -4.04
O 10.59 -0.12 -4.32
O 8.13 -0.36 -4.96
O 9.65 -2.42 -4.49
C 9.71 -1.81 -1.42
O 10.72 -2.60 -1.96
C 7.14 0.94 -2.36
O 7.54 1.70 -3.20
C 5.67 1.01 -1.91
C 4.61 1.28 -2.77
O 4.81 1.45 -4.13
C 3.27 1.37 -2.28
C 2.04 1.68 -3.15
C 1.12 2.80 -2.52
C -0.07 2.22 -1.68
C -1.40 3.03 -1.81
C -2.29 2.70 -0.54
C -3.76 2.32 -0.92
C -4.21 0.90 -0.38
C -4.80 0.10 -1.58
C -5.90 -0.97 -1.22
C -6.01 -1.31 0.29
C -7.09 -2.45 0.60
C -7.86 -2.94 -0.63
O -8.83 -3.94 -0.32
C -9.58 -4.31 -1.45
C 3.06 1.16 -0.91
C 4.13 0.88 -0.03
C 3.76 0.65 1.45
O 2.62 -0.21 1.59
C 2.93 -1.52 1.48
F 1.82 -2.21 1.83
F 3.22 -1.91 0.22
F 3.91 -1.93 2.30
C 5.44 0.83 -0.51
C 6.65 0.58 0.40
O 6.75 0.97 1.53
H 9.64 -6.55 0.72
H 10.12 -2.54 1.92
H 11.40 -2.74 0.72
H 8.30 -1.23 1.63
H 7.26 -0.59 -4.60
H 8.76 -2.79 -4.63
H 11.51 -2.05 -1.87
H 4.18 0.85 -4.54
H 2.35 2.04 -4.15
H 1.47 0.74 -3.23
H 1.77 3.37 -1.82
H 0.79 3.49 -3.32
H 0.23 2.32 -0.61
H -0.27 1.15 -1.88
H -1.17 4.12 -1.81
H -1.91 2.73 -2.75
H -1.81 1.84 -0.02
H -2.22 3.54 0.18
H -4.43 3.08 -0.44
H -3.86 2.40 -2.01
H -4.94 1.11 0.42
H -3.32 0.34 -0.02
H -5.28 0.82 -2.27
H -3.97 -0.41 -2.13
H -6.87 -0.60 -1.60
H -5.61 -1.91 -1.74
H -5.06 -1.57 0.77
H -6.42 -0.41 0.78
H -6.54 -3.32 1.01
H -7.81 -2.13 1.38
H -7.20 -3.35 -1.42
H -8.41 -2.09 -1.12
H -10.46 -3.65 -1.62
H -9.94 -5.35 -1.33
H -8.99 -4.27 -2.40
H 2.04 1.21 -0.49
H 3.43 1.64 1.82
H 4.63 0.37 2.07
C -3.34 -6.22 1.37
C -2.48 -5.09 1.93
C -2.88 -3.71 1.40
C -2.74 -3.53 -0.11
C -1.34 -3.77 -0.67
C -0.29 -2.81 -0.12
H -3.24 -6.31 0.29
H -3.04 -7.18 1.81
H -4.40 -6.06 1.61
H -1.43 -5.29 1.71
H -2.58 -5.08 3.02
H -2.29 -2.95 1.92
H -3.92 -3.52 1.68
H -3.05 -2.51 -0.36
H -3.45 -4.19 -0.62
H -1.38 -3.66 -1.75
H -1.03 -4.80 -0.48
H -0.57 -1.77 -0.33
H 0.68 -3.00 -0.58
H -0.17 -2.92 0.96
C -5.98 5.07 2.64
C -4.70 5.82 2.30
C -3.43 5.09 2.75
C -3.31 4.88 4.26
C -3.35 6.16 5.10
C -2.21 7.12 4.80
H -6.11 4.95 3.71
H -6.85 5.61 2.26
H -5.98 4.07 2.18
H -4.74 6.83 2.73
H -4.65 5.95 1.21
H -2.56 5.65 2.39
H -3.39 4.11 2.26
H -2.36 4.36 4.46
H -4.10 4.21 4.60
H -3.30 5.88 6.16
H -4.31 6.68 4.96
H -1.24 6.64 4.97
H -2.26 7.99 5.46
H -2.24 7.48 3.77
```

---

[3]
The following is a quantum chemistry calculation of a structure of composition C44H66FN4O3PSTl, from the OMol25 dataset.

Computed properties:
Energy relative to the best compared isomer or geometry (same formula, charge and spin) (kcal per mole): 0.0
Multiplicity: 2
Orbital gap (alpha / beta) (eV): 6.185 / 6.149
Expectation value of S²: 0.754
Net charge: -2

```
121
C44H66FN4O3PSTl ωB97M-V/def2-TZVPD
Tl -0.73 -0.44 0.09
C -0.86 5.49 2.91
C -0.54 4.56 1.74
C 0.48 5.20 0.79
C -1.81 4.13 1.02
C -2.54 5.10 0.34
C -3.70 4.79 -0.34
C -4.14 3.47 -0.34
C -3.45 2.48 0.33
C -3.98 1.06 0.31
C -5.32 0.95 1.04
C -4.08 0.52 -1.12
C -2.26 2.79 1.03
N -1.52 1.77 1.61
C -1.30 1.81 2.91
O -1.80 2.58 3.76
C -0.30 0.78 3.44
C -0.02 0.79 4.80
C 0.93 -0.09 5.29
C 1.58 -0.94 4.41
C 1.24 -0.89 3.06
N 0.32 -0.04 2.60
C 1.96 -1.83 2.10
O 2.82 -2.61 2.59
N 1.60 -1.71 0.85
C 2.09 -2.58 -0.13
C 1.55 -3.87 -0.27
C 1.95 -4.68 -1.33
C 2.88 -4.24 -2.26
C 3.42 -2.97 -2.11
C 3.04 -2.13 -1.06
C 3.76 -0.79 -0.94
C 4.72 -0.80 0.26
C 2.85 0.43 -0.90
C 0.57 -4.42 0.75
C -0.70 -5.00 0.11
C 1.26 -5.45 1.64
H 0.05 5.77 3.44
H -1.34 6.41 2.55
H -1.53 4.99 3.60
H -0.08 3.66 2.16
H 0.07 6.08 0.31
H 1.37 5.50 1.35
H 0.79 4.50 0.01
H -2.19 6.13 0.34
H -4.26 5.55 -0.87
H -5.06 3.21 -0.87
H -3.27 0.43 0.85
H -6.10 1.51 0.51
H -5.63 -0.10 1.09
H -5.24 1.34 2.05
H -4.89 1.03 -1.67
H -3.15 0.69 -1.66
H -4.27 -0.55 -1.11
H -0.56 1.49 5.42
H 1.17 -0.11 6.35
H 2.34 -1.65 4.72
H 1.53 -5.67 -1.43
H 3.18 -4.87 -3.08
H 4.16 -2.61 -2.82
H 4.37 -0.70 -1.85
H 4.19 -1.04 1.18
H 5.49 -1.56 0.12
H 5.20 0.17 0.37
H 2.22 0.42 -0.01
H 3.45 1.35 -0.89
H 2.19 0.47 -1.77
H 0.27 -3.58 1.38
H -0.46 -5.83 -0.55
H -1.37 -5.37 0.89
H -1.24 -4.23 -0.45
H 1.64 -6.28 1.05
H 2.10 -4.98 2.17
H 0.57 -5.85 2.38
O -2.22 -1.98 1.88
H -1.52 -2.60 2.12
H -2.47 -2.24 0.92
S -0.13 2.58 -1.86
C -0.39 1.38 -2.85
C -2.98 2.12 -5.44
C -1.68 2.21 -6.17
C -0.88 3.44 -5.85
C -1.74 1.82 -7.61
P -0.70 -0.40 -5.02
N -0.54 0.41 -3.52
C -1.43 -2.02 -4.44
C -0.53 -3.03 -3.74
C -2.04 -2.65 -5.70
C -2.58 -1.63 -3.49
C 1.14 -0.59 -5.38
C 1.25 -1.39 -6.68
C 1.64 0.84 -5.63
C 1.99 -1.22 -4.29
H -3.68 2.88 -5.84
H -2.88 2.30 -4.37
H -3.45 1.14 -5.57
H -1.54 4.32 -5.83
H -0.10 3.62 -6.60
H -0.40 3.39 -4.87
H -2.39 2.51 -8.17
H -2.15 0.81 -7.73
H -0.75 1.84 -8.08
H 0.21 -3.47 -4.42
H -1.16 -3.85 -3.36
H -0.01 -2.61 -2.88
H -1.28 -2.94 -6.43
H -2.73 -1.96 -6.19
H -2.60 -3.55 -5.41
H -2.24 -1.41 -2.49
H -3.26 -2.48 -3.40
H -3.15 -0.78 -3.87
H 0.74 -0.89 -7.51
H 0.84 -2.39 -6.58
H 2.31 -1.49 -6.96
H 1.08 1.34 -6.43
H 2.69 0.80 -5.93
H 1.57 1.46 -4.73
H 1.98 -2.31 -4.33
H 1.68 -0.93 -3.29
H 3.03 -0.90 -4.41
F -2.54 -2.38 -0.52
```

---

What is the net charge in the third record?
-2